(a)
Here is 2 unconnected molecules or ions with the total composition C4H10NSi from OMol25. Energies are from ωB97M-V/def2-TZVPD.

Geometry as ORCA input:
```
! wB97M-V def2-TZVPD RIJCOSX def2/J DEFGRID3
* xyz 1 1
C 0.80458 2.75600 -0.88134
C 1.12932 4.09596 -1.17117
C -1.18961 -0.94216 1.68332
C -0.30309 -3.59759 -0.05879
N 0.59316 1.65432 -0.63745
Si -0.16077 -1.71856 0.27594
H 1.55147 4.45497 -0.19596
H 2.03262 4.18699 -1.96846
H 0.34974 4.54908 -1.56145
H -0.73892 0.04446 1.80821
H -2.21284 -0.79832 1.43284
H -1.39691 -1.73387 2.34674
H 0.16266 -3.82123 -0.97880
H 0.10810 -4.18086 0.78196
H -1.48587 -3.81312 -0.17966
H 0.75637 -1.13609 -0.69594
*
```

## Properties
Orbital gap in Eh: 0.3290
LUMO energy in Eh: -0.2114
HOMO level in eV: -14.706

---

(b)
Here is a gas-phase ion, C4H10NSi (charge +1) from OMol25. Energies are from ωB97M-V/def2-TZVPD.

Geometry as ORCA input:
```
! wB97M-V def2-TZVPD RIJCOSX def2/J DEFGRID3
* xyz 1 1
C 0.70434 0.55537 1.55460
C 1.21108 1.15060 2.72110
C 0.51570 -1.82085 -1.43878
C -2.02130 0.36732 -1.03486
N 0.39168 0.29943 0.48873
Si -0.14105 -0.10951 -1.12853
H 1.79424 1.98554 2.15512
H 0.53133 1.58965 3.34310
H 1.91737 0.68606 3.29583
H -0.32265 -2.52365 -1.78379
H 1.15980 -1.81747 -2.41361
H 1.19879 -2.26279 -0.66481
H -2.48880 0.85764 -0.10351
H -2.47330 0.90552 -1.88672
H -2.67966 -0.59377 -1.23292
H 0.70242 0.73091 -1.87095
*
```

## Properties
Structure (SMILES): CC#[N+][SiH](C)C
Orbital gap in Eh: 0.4224
LUMO energy in Eh: -0.1409
HOMO level in eV: -15.328

---

Stability check: which of them is least stable? (a).

---

(a)
Here is 2 unconnected molecules or ions with the total composition C4H13NOS from OMol25. Energies are from ωB97M-V/def2-TZVPD.

Geometry as ORCA input:
```
! wB97M-V def2-TZVPD RIJCOSX def2/J DEFGRID3
* xyz 0 1
N 2.57079 -2.74375 -0.28276
C 1.73545 -1.59880 -0.51463
O 2.49202 -0.39177 -0.58958
H 3.23033 -2.83067 -1.02913
H 3.08507 -2.63318 0.58502
H 1.18587 -1.77024 -1.44226
H 1.02141 -1.51457 0.30509
H 2.16201 0.16644 -1.29738
C -1.44256 0.23276 -1.99930
C -1.90177 0.89674 -0.69898
C -0.93178 0.70315 0.45426
S -1.45138 1.59856 1.90904
H -2.18130 0.40362 -2.78575
H -1.37319 -0.85124 -1.91212
H -0.51054 0.66499 -2.36690
H -2.00077 1.96804 -0.89412
H -2.89839 0.52736 -0.45392
H 0.05862 0.96961 0.07704
H -0.89758 -0.33892 0.76935
H -0.88693 0.77036 2.80239
*
```

## Properties
Structure (SMILES): CCCS.NCO
Orbital gap in Eh: 0.3603
LUMO energy in Eh: 0.0285
HOMO level in eV: -9.029

---

(b)
Here is 2 unconnected molecules or ions with the total composition C4H13NOS from OMol25. Energies are from ωB97M-V/def2-TZVPD.

Geometry as ORCA input:
```
! wB97M-V def2-TZVPD RIJCOSX def2/J DEFGRID3
* xyz 0 1
C 2.25361 -1.03328 0.82511
C 1.14817 -0.30426 0.00634
C 0.76337 0.97627 0.79337
C -0.65204 1.39261 0.50116
S -1.89566 0.21714 1.18034
N 1.70477 0.01670 -1.30843
H 3.12512 -0.35605 0.88112
H 1.88811 -1.50007 1.72841
H 2.71356 -1.79245 0.15883
H 0.26145 -0.96996 -0.00739
H 1.46804 1.69806 0.36622
H 0.90766 0.73797 1.85059
H -0.89894 1.41923 -0.56748
H -0.87890 2.39073 0.89389
H -1.52942 0.27652 2.48653
H 0.97740 -0.23028 -1.98859
H 2.34830 -0.71216 -1.61290
H -1.18649 -1.32712 -3.52333
H -1.44194 -0.15944 -2.75230
O -1.40451 -1.12767 -2.59625
*
```

## Properties
Structure (SMILES): C[C@H](N)CCS.O
Orbital gap in Eh: 0.3440
LUMO energy in Eh: 0.0197
HOMO level in eV: -8.824

---

(c)
Here is 2 unconnected molecules or ions with the total composition C4H13NOS from OMol25. Energies are from ωB97M-V/def2-TZVPD.

Geometry as ORCA input:
```
! wB97M-V def2-TZVPD RIJCOSX def2/J DEFGRID3
* xyz 0 1
C -0.17024 -0.63328 -1.31625
C 1.07580 -0.25515 -0.47691
C 1.52619 -1.35629 0.42795
S 1.38639 -0.87771 2.22906
C -0.41351 -0.46976 2.39941
N -0.62499 0.52760 -2.07590
H 0.17830 -1.37180 -2.04509
H -1.01585 -0.98926 -0.73302
H 1.78862 0.23493 -1.14833
H 0.77613 0.71215 -0.04969
H 1.04511 -2.31931 0.30826
H 2.60989 -1.43531 0.38352
H -1.06277 -0.85418 1.61135
H -0.70406 0.57870 2.31600
H -0.52074 -0.92128 3.37663
H -1.56475 0.84872 -1.90626
H -0.50727 0.54712 -3.07531
H -0.85287 2.43107 -0.69178
H -1.31207 2.96699 0.65603
O -1.63731 2.63606 -0.18967
*
```

## Properties
Structure (SMILES): CSCCCN.O
Orbital gap in Eh: 0.3434
LUMO energy in Eh: 0.0322
HOMO level in eV: -8.468

---

(d)
Here is 2 unconnected molecules or ions with the total composition C4H13NOS from OMol25. Energies are from ωB97M-V/def2-TZVPD.

Geometry as ORCA input:
```
! wB97M-V def2-TZVPD RIJCOSX def2/J DEFGRID3
* xyz 0 1
C 0.45679 -1.64620 -1.35809
C 0.53629 -0.89086 -0.04677
C -0.80842 -0.78410 0.65952
S -0.63621 0.01949 2.28823
C -0.15878 1.66302 1.74578
N -0.29542 -0.86814 -2.36879
H 1.41075 -1.93396 -1.79838
H -0.01095 -2.62776 -1.20530
H 1.33477 -1.23238 0.60368
H 0.82962 0.13450 -0.28752
H -1.50064 -0.15656 0.09984
H -1.27543 -1.75838 0.78096
H -0.66802 1.92246 0.81536
H 0.90798 1.71304 1.52404
H -0.43822 2.37428 2.51556
H -0.18286 -1.28140 -3.29266
H -1.28548 -0.92958 -2.16844
H 0.86798 2.47853 -2.81151
H 0.67925 1.05142 -2.27876
O 1.31536 1.78208 -2.32382
*
```

## Properties
Structure (SMILES): CSCCCN.O
Orbital gap in Eh: 0.3422
LUMO energy in Eh: 0.0314
HOMO level in eV: -8.457

---

Stability check: which of them is least stable? (c).

---

(a)
Here is 2 unconnected molecules or ions with the total composition C4H13NOS from OMol25. Energies are from ωB97M-V/def2-TZVPD.

Geometry as ORCA input:
```
! wB97M-V def2-TZVPD RIJCOSX def2/J DEFGRID3
* xyz 0 1
C 2.24283 0.10213 -0.41893
C 0.75787 -0.11396 -0.33283
C 0.22092 -1.18233 0.64178
C -1.30385 -0.99971 0.79418
S -1.81021 -0.02001 2.34227
N 0.22905 -0.18813 -1.69336
H 2.73124 -0.65408 -1.10261
H 2.83923 -0.18398 0.46829
H 2.48637 1.09402 -0.85864
H 0.36082 0.87738 0.08615
H 0.62702 -2.09218 0.28015
H 0.84309 -1.25355 1.53828
H -1.80775 -0.56773 -0.07942
H -1.74134 -1.99454 0.90771
H -0.68403 0.71322 2.39714
H 0.87479 0.37393 -2.39422
H 0.26970 -1.17054 -2.00630
H -2.18919 2.00140 -0.81932
H -2.69527 2.40228 0.51583
O -2.25129 2.85638 -0.26615
*
```

## Properties
Structure (SMILES): C[C@@H](N)CCS.O
Orbital gap in Eh: 0.3693
LUMO energy in Eh: 0.0302
HOMO level in eV: -9.229

---

(b)
Here is 2 unconnected molecules or ions with the total composition C4H13NOS from OMol25. Energies are from ωB97M-V/def2-TZVPD.

Geometry as ORCA input:
```
! wB97M-V def2-TZVPD RIJCOSX def2/J DEFGRID3
* xyz 0 1
C 1.55347 1.48322 -0.62479
N 0.81382 0.28400 -1.03169
C 1.20484 -0.93437 -0.36172
C 0.65878 -1.13007 1.06347
S -1.06462 -1.67713 1.15473
C 0.66537 2.60659 -0.07644
H 2.14325 1.83302 -1.47694
H 2.25566 1.17142 0.14785
H -0.19740 0.39283 -1.04801
H 1.00809 -1.81295 -0.97791
H 2.29362 -0.93323 -0.23773
H 0.85328 -0.21584 1.60698
H 1.27697 -1.87860 1.56442
H -1.39310 -1.44920 -0.12275
H -0.36536 2.49960 -0.39956
H 1.04418 3.59798 -0.32502
H 0.68761 2.56279 1.01542
H -2.31193 1.17742 -1.88933
H -2.65334 1.20174 -0.38087
O -2.13506 0.74717 -1.05054
*
```

## Properties
Structure (SMILES): CCNCCS.O
Orbital gap in Eh: 0.3229
LUMO energy in Eh: 0.0193
HOMO level in eV: -8.261

---

Stability check: which of them is least stable? (a).

---

(a)
Here is 2 unconnected molecules or ions with the total composition C4H13NOS from OMol25. Energies are from ωB97M-V/def2-TZVPD.

Geometry as ORCA input:
```
! wB97M-V def2-TZVPD RIJCOSX def2/J DEFGRID3
* xyz 0 1
C -0.26155 -0.39215 0.70068
C 0.26444 -0.16088 -0.69640
C -0.83321 -0.20781 -1.92127
S -1.92579 -1.70945 -2.05932
C -1.03687 0.95492 1.11678
N -0.47630 2.26213 0.70741
H -0.85618 -1.22491 0.83928
H 0.59542 -0.54118 1.44409
H 0.89983 0.73236 -0.84007
H 0.99492 -0.85662 -0.98165
H -1.59068 0.62665 -1.60400
H -0.33863 0.21450 -2.88671
H -0.75659 -2.40485 -1.70941
H -1.91099 0.87775 0.47188
H -1.13527 1.10820 2.24477
H -0.23445 2.34944 -0.30866
H 0.32547 2.43812 1.35237
H 3.13234 -0.74597 1.64976
H 2.08287 -1.74872 1.32831
O 3.06122 -1.57152 1.15218
*
```

## Properties
Structure (SMILES): NCCCCS.O
Orbital gap in Eh: 0.3631
LUMO energy in Eh: 0.0232
HOMO level in eV: -9.250

---

(b)
Here is a molecular structure, C4H13NOS from OMol25. Energies are from ωB97M-V/def2-TZVPD.

Geometry as ORCA input:
```
! wB97M-V def2-TZVPD RIJCOSX def2/J DEFGRID3
* xyz 0 1
C 0.78149 1.39694 1.64836
O -0.34118 0.94316 0.86602
C 2.11538 1.24249 0.88361
H 0.88882 0.85561 2.62879
H 0.49509 2.43774 1.92844
H 2.90946 1.65881 1.55717
H 2.18742 1.80741 -0.06130
H 2.37242 0.17018 0.71570
C -0.74677 -1.53462 -0.69151
C -1.13899 -0.34078 -1.63897
S -0.86270 -0.76768 -3.41722
N -1.21205 -1.33848 0.71733
H 0.33782 -1.68244 -0.66851
H -1.13922 -2.49980 -0.98796
H -0.55521 0.53754 -1.32939
H -2.14490 0.02216 -1.54523
H -0.33799 0.41419 -3.79502
H -0.62155 -1.82238 1.38950
H -2.20550 -1.38674 0.94897
H -0.78184 -0.11332 0.85121
*
```

## Properties
Orbital gap in Eh: 0.3449
LUMO energy in Eh: 0.0250
HOMO level in eV: -8.705

---

Stability check: which of them is least stable? (a).

---

(a)
Here is 2 unconnected molecules or ions with the total composition C3H8O2S from OMol25. Energies are from ωB97M-V/def2-TZVPD.

Geometry as ORCA input:
```
! wB97M-V def2-TZVPD RIJCOSX def2/J DEFGRID3
* xyz -2 1
C -0.36717 -0.10992 0.19842
O -1.52473 0.80720 0.10412
C 0.89899 0.27713 -0.72126
C 2.03731 -0.75352 -0.65016
S 3.44612 0.05832 -1.47484
H -0.07024 -0.47262 1.17188
H -0.71618 -1.09488 -0.21285
H 1.11457 1.29175 -0.29047
H 0.62400 0.42525 -1.82110
H 1.74224 -1.70327 -1.14967
H 2.22747 -1.12290 0.32554
H -2.31443 0.49691 0.78244
H -3.51094 1.40084 2.09704
O -3.58700 0.49970 1.64092
*
```

## Properties
Orbital gap in Eh: 0.2129
LUMO energy in Eh: 0.2198
HOMO level in eV: 0.189

---

(b)
Here is 2 unconnected molecules or ions with the total composition C3H8O2S from OMol25. Energies are from ωB97M-V/def2-TZVPD.

Geometry as ORCA input:
```
! wB97M-V def2-TZVPD RIJCOSX def2/J DEFGRID3
* xyz -2 1
C 0.43821 0.87237 -0.25415
O 1.79732 0.94898 -0.74532
C -0.06249 -0.59210 -0.27620
C -1.62231 -0.58527 -0.14545
S -2.28449 -2.06865 0.83825
H -0.15411 1.45668 -0.87530
H 0.38668 1.25678 0.74468
H 0.33557 -1.07514 -1.20162
H 0.40992 -1.07738 0.53814
H -1.95079 0.37162 0.15797
H -2.09416 -0.72228 -1.10366
H 2.42794 1.69613 -0.25060
H 4.04642 2.54779 -0.64340
O 3.28068 2.86029 -0.09510
*
```

## Properties
Orbital gap in Eh: 0.2156
LUMO energy in Eh: 0.2232
HOMO level in eV: 0.206

---

Stability check: which of them is least stable? (a).